Record 1
Formula: C2H7N3S
Source: the Open Molecules 2025 dataset
Level of theory: ωB97M-V/def2-TZVPD

The geometry in ORCA input format:
```
! wB97M-V def2-TZVPD RIJCOSX def2/J DEFGRID3
* xyz 0 1
C 0.09021 0.34587 -1.48360
C 0.36311 -0.95013 0.54622
N -1.76540 -0.15788 0.96923
N 0.98427 -0.18021 -0.48785
N -0.57634 -0.20123 1.25185
S 0.60684 1.94054 1.94392
H -0.45190 1.20197 -1.21495
H 0.63325 0.65104 -2.34386
H -0.48921 -0.46300 -1.71528
H -0.04169 -1.96608 -0.00088
H 1.27553 -1.22369 1.17997
H -2.27048 0.58374 1.48799
H 1.64181 0.41905 -0.13276
*
```

The value obtained for the total energy is -642.67020 a.u. The energy above the lowest of the compared OMol25 structures with the same formula, charge and spin is 114.49 kcal/mol. The HOMO-LUMO gap (alpha / beta) is 7.2 / 7.1 eV. The calculation puts the highest occupied orbital energy (alpha / beta) at -8.933 / -8.781 eV. The LUMO energy (alpha / beta) comes out at -0.0640 / -0.0613 hartree.

---

Record 2
Formula: C2H7N3S
Source: the Open Molecules 2025 dataset
Level of theory: ωB97M-V/def2-TZVPD

The geometry in ORCA input format:
```
! wB97M-V def2-TZVPD RIJCOSX def2/J DEFGRID3
* xyz 0 1
H 0.57780 -0.38119 -1.50553
N 1.00402 -0.09871 -0.63458
C 0.17136 0.14869 0.29332
N 0.51939 0.41919 1.60242
N 1.79374 0.15936 2.06804
S -1.58169 0.37961 -0.03722
C -1.70387 -0.29084 -1.68148
H -0.18604 0.22276 2.23229
H 2.22974 1.01716 2.32602
H 2.29806 -0.28185 1.29756
H -1.17878 -1.27769 -1.64519
H -1.21123 0.39742 -2.41963
H -2.73249 -0.41393 -1.89602
*
```

The value obtained for the total energy is -642.81672 a.u. The energy above the lowest of the compared OMol25 structures with the same formula, charge and spin is 22.55 kcal/mol. The HOMO-LUMO gap is 9.6 eV. The SMILES is [H]/N=C(/NN)SC. The calculation puts the highest occupied orbital energy at -8.828 eV. The LUMO energy comes out at 0.0290 hartree.